No. 1
Entry from the Open Molecules 2025 dataset: a structure of composition C27H32BrIN8O3PPdTe (the ωB97M-V functional and the def2-TZVPD basis).

Positions of all 75 atoms, in Å:
1 Pd 1.4511 0.1084 0.3856
2 C -2.0969 2.1472 -0.2314
3 C -1.6491 2.0518 1.1856
4 N -0.4653 1.6539 1.5826
5 C -0.4785 1.7207 2.9603
6 C -1.6847 2.1615 3.3956
7 N -2.4328 2.3707 2.2563
8 C -3.8586 2.6033 2.2261
9 N -4.5258 1.6645 3.0914
10 N -5.4981 2.0978 3.9299
11 N -5.9579 1.1163 4.5980
12 C -5.2735 -0.0219 4.2235
13 C -5.3780 -1.3336 4.6911
14 C -4.5012 -2.2563 4.1712
15 C -3.5315 -1.8890 3.2152
16 C -3.4239 -0.6034 2.7319
17 C -4.3343 0.3236 3.2518
18 H -1.2560 1.8932 -0.8713
19 H -2.4390 3.1536 -0.4762
20 H -2.9031 1.4448 -0.4509
21 H 0.3754 1.4343 3.5524
22 H -2.0867 2.3194 4.3807
23 H -4.1878 2.4874 1.1934
24 H -4.1289 3.5980 2.5787
25 H -6.1113 -1.5953 5.4406
26 H -4.5375 -3.2821 4.5112
27 H -2.8330 -2.6416 2.8701
28 H -2.6510 -0.3311 2.0229
29 Br 3.6299 -2.8154 -4.7326
30 C 4.8628 -1.5538 -4.0577
31 C 5.7163 -0.9362 -4.9630
32 C 6.6272 0.0112 -4.5235
33 C 6.6878 0.3425 -3.1785
34 C 5.8372 -0.2741 -2.2746
35 C 4.9245 -1.2265 -2.7090
36 I 3.6300 -2.0550 -1.2917
37 H 5.6608 -1.2054 -6.0081
38 H 7.2911 0.4839 -5.2339
39 H 7.3994 1.0769 -2.8270
40 H 5.8821 -0.0186 -1.2249
41 N 3.4189 0.0352 2.6985
42 C 2.6989 0.0023 1.7988
43 H 4.0487 0.0483 3.4736
44 C -4.5139 -1.4043 -0.7173
45 C -3.1706 -2.0856 -0.6639
46 O -2.1449 -1.0731 -0.8341
47 P -0.6096 -1.4335 -0.8764
48 O 0.1357 -0.1647 -1.2200
49 Te 0.3320 -2.0808 1.2447
50 O -0.4162 -2.5123 -2.0005
51 C -0.5747 -3.9442 -1.8005
52 C 0.7140 -4.6480 -2.1319
53 H -5.2992 -2.1503 -0.5972
54 H -4.6494 -0.9029 -1.6747
55 H -4.6103 -0.6784 0.0884
56 H -3.0724 -2.8187 -1.4650
57 H -3.0132 -2.5782 0.2989
58 H -1.3859 -4.2486 -2.4602
59 H -0.8689 -4.1355 -0.7651
60 H 1.0342 -4.4010 -3.1433
61 H 0.5611 -5.7248 -2.0639
62 H 1.5031 -4.3661 -1.4358
63 N 2.3536 1.1378 -2.5884
64 C 2.6830 2.0735 -1.6757
65 C 3.4213 3.2125 -2.0566
66 C 3.7091 4.1730 -1.1265
67 C 3.2606 4.0227 0.1888
68 C 2.5714 2.8818 0.4997
69 N 2.3061 1.9065 -0.3936
70 H 2.5687 1.3069 -3.5535
71 H 1.6266 0.4702 -2.3753
72 H 3.7339 3.3120 -3.0868
73 H 4.2685 5.0529 -1.4152
74 H 3.4436 4.7742 0.9416
75 H 2.1851 2.7157 1.4963

Summary:
* total charge: +1
* energy: -5320.7206 Ha
* Kohn-Sham gap: 7.64 eV
* energy above the lowest of the compared OMol25 structures with the same formula, charge and spin: 50.6 kJ/mol

---

No. 2
Entry from the Open Molecules 2025 dataset: a structure of composition CHBrI2 in a non-equilibrium geometry (the ωB97M-V functional and the def2-TZVPD basis).

Positions of all 5 atoms, in Å:
1 C 2.3206 -0.1067 -0.4931
2 Br 2.4088 0.0308 -2.3291
3 I 2.8675 -1.9335 0.4283
4 I 3.2338 1.5168 0.6655
5 H -0.3458 -0.3612 -1.0168

Summary:
* energy: -3207.9193 Ha
* Kohn-Sham gap (spin up / spin down): 7.75 / 7.88 eV
* energy above the lowest of the compared OMol25 structures with the same formula, charge and spin: 395.3 kJ/mol

---

No. 3
Entry from the Open Molecules 2025 dataset: a structure of composition C6H13N2 in a non-equilibrium geometry (the ωB97M-V functional and the def2-TZVPD basis).

Positions of all 21 atoms, in Å:
1 C -0.2396 -0.4108 0.5364
2 C -0.7099 -1.7284 2.0157
3 C 0.9084 1.4766 0.2422
4 C -0.9410 1.1569 -1.3133
5 C 1.0298 -0.4206 -1.5598
6 C 0.1759 0.4560 -0.5657
7 N 0.3528 -1.5654 0.9285
8 N -1.2164 -0.5392 1.4526
9 H -1.1608 -2.6638 1.6727
10 H -0.2823 -1.7704 3.0250
11 H 1.4499 2.1488 -0.4484
12 H 0.1430 2.0278 0.7977
13 H 1.6242 1.0143 0.8643
14 H -0.4505 1.7825 -2.0010
15 H -1.6327 1.8672 -0.6484
16 H -1.7542 0.5492 -1.7882
17 H 1.5118 -1.1781 -0.9842
18 H 1.6563 0.3083 -2.1182
19 H 0.3075 -0.7341 -2.2886
20 H 0.9913 -2.0869 0.4183
21 H -1.7635 0.3100 1.7622

Summary:
* ⟨S²⟩: 2.008
* total charge: +1
* energy: -345.4257 Ha
* Kohn-Sham gap (spin up / spin down): 7.23 / 6.85 eV
* multiplicity: 3
* energy above the lowest of the compared OMol25 structures with the same formula, charge and spin: 320.0 kJ/mol

---

No. 4
Entry from the Open Molecules 2025 dataset: a structure of composition C23H49N3 in a non-equilibrium geometry (the ωB97M-V functional and the def2-TZVPD basis).

Positions of all 75 atoms, in Å:
1 C -0.0577 -4.5423 1.1292
2 C -1.4504 -4.5480 0.7533
3 C -2.0094 -3.0392 0.5421
4 H -1.8074 -2.5412 1.3855
5 H -3.2339 -3.3670 0.4150
6 C -1.7702 -2.5418 -0.6832
7 N -0.4551 -2.0701 -0.4065
8 H -0.4688 -1.0663 -0.1522
9 C 0.2838 -1.6346 -1.9043
10 C 1.7362 -1.0471 -1.5624
11 C 2.4931 -1.6239 -0.5739
12 C 3.8102 -1.0728 -0.4807
13 H 4.5195 -1.9742 0.1868
14 H 4.4599 -1.0378 -1.2981
15 C 3.7529 0.2306 0.0606
16 C 2.8532 1.0318 -0.6745
17 C 1.5909 0.2574 -0.9562
18 H 0.9898 0.3427 0.0278
19 H 1.0702 1.1315 -1.7669
20 H 2.7468 2.1257 -0.3126
21 H 3.3926 1.1195 -1.8514
22 H 3.0684 0.2634 1.2745
23 C 5.1072 1.0284 0.6220
24 C 4.7998 2.3731 1.2953
25 H 5.7745 2.8872 1.3200
26 H 4.6365 3.0323 0.3287
27 H 4.1064 2.1181 1.8906
28 C 6.1048 1.1847 -0.6574
29 H 6.2629 0.0042 -0.8877
30 H 7.0134 1.4938 -0.2483
31 H 5.6313 1.7030 -1.4861
32 C 5.7678 0.0751 1.5448
33 H 6.7139 0.6660 2.0478
34 H 5.1053 -0.1735 2.4921
35 H 6.0852 -0.9395 1.3139
36 H 2.7304 -2.6272 -0.9560
37 H 2.0540 -1.9070 0.1870
38 H 2.2131 -0.9231 -2.2528
39 H -0.2541 -0.9631 -2.4746
40 H 0.3767 -2.4882 -2.2273
41 H -1.6257 -3.2823 -1.3738
42 C -2.8363 -1.2574 -0.9001
43 N -2.6218 -0.2503 -0.2059
44 H -2.9505 -0.6071 0.6978
45 C -3.2505 1.0967 -0.7270
46 H -2.8151 1.0653 -1.7477
47 C -2.3072 2.1077 0.0415
48 C -2.4923 2.1940 1.5407
49 H -1.8918 3.1396 1.8296
50 H -2.6048 1.4489 2.0426
51 H -3.6022 2.7527 1.6648
52 H -1.3042 2.0336 -0.2066
53 C -2.5102 3.5978 -0.8195
54 C -1.6284 4.5559 -0.2996
55 H -1.6252 4.8534 0.7664
56 H -1.8644 5.6203 -0.7851
57 H -0.7064 4.2480 -0.6907
58 H -3.7810 3.8846 -0.4002
59 H -2.6575 3.4581 -1.7776
60 C -4.5307 1.0160 -0.1515
61 N -4.9836 0.2552 0.6859
62 H -4.6707 0.8386 1.6721
63 C -6.4251 0.1194 0.8252
64 H -6.8286 -0.4276 1.9358
65 H -7.0405 0.9318 0.8939
66 H -6.7627 -0.6009 0.1046
67 H -5.0611 1.9582 -0.4264
68 H -5.0780 0.5998 -1.1465
69 H -3.8612 -1.8041 -1.0894
70 H -2.3994 -0.9217 -1.7442
71 H -1.7450 -4.9980 -0.0276
72 H -2.0651 -5.0372 1.6810
73 H 0.3454 -4.0282 0.2278
74 H 0.1048 -3.7916 1.8189
75 H 0.3334 -5.7099 1.0868

Summary:
* energy: -1069.0687 Ha
* Kohn-Sham gap: 8.68 eV
* energy above the lowest of the compared OMol25 structures with the same formula, charge and spin: 2575.0 kJ/mol

---

No. 5
Entry from the Open Molecules 2025 dataset: a structure of composition C2H3LuO2 in a non-equilibrium geometry (the ωB97M-V functional and the def2-TZVPD basis).

Positions of all 8 atoms, in Å:
1 O 0.0471 1.7591 -0.1237
2 C 0.7812 0.8868 -0.6014
3 Lu 2.6207 1.5828 0.6937
4 O 0.5878 -0.3965 -0.1504
5 C -0.7584 -0.8664 0.0123
6 H -0.6666 -1.9513 0.1248
7 H -1.2588 -0.4599 0.8988
8 H -1.3530 -0.5545 -0.8541

Summary:
* total charge: +2
* energy: -1463.1347 Ha
* Kohn-Sham gap (spin up / spin down): 6.18 / 6.18 eV
* energy above the lowest of the compared OMol25 structures with the same formula, charge and spin: 120.4 kJ/mol